{
  "formula": "C17H17ClN6O4",
  "method": "the ωB97M-V functional and the def2-TZVPD basis",
  "de_lowest_kcal_mol": 51.32,
  "spin_multiplicity": 1,
  "smiles": "C[N+]1([O-])CCN(C(=O)O[C@H]2c3nccnc3C(=O)N2c2ccc(Cl)cn2)CC1",
  "total_energy_ev": -47552.80606,
  "homo_lumo_gap_ev": 7.433,
  "symbols": ["C", "H", "H", "N", "N", "Cl", "H", "C", "H", "N", "O", "C", "O", "O", "C", "C", "H", "N", "H", "N", "C", "C", "H", "C", "O", "C", "H", "H", "H", "C", "C", "H", "C", "N", "H", "C", "H", "C", "C", "C", "C", "H", "H", "H", "H"],
  "coordinates": [[1.5162, 0.6393, 4.9567], [-3.0462, -3.7173, 0.2705], [-2.8715, -3.6830, -3.2395], [2.5301, 3.0684, 0.1823], [-1.8385, -0.5618, -0.6133], [3.6078, 5.2475, -2.9652], [-3.1966, 0.6436, -1.5854], [2.7553, 1.5538, -1.6783], [2.8193, 5.0792, -0.3160], [3.2854, -0.4016, 3.7630], [-0.2663, 0.2271, 1.0090], [3.2404, 3.8009, -2.0751], [4.1106, -0.1769, 0.7350], [-0.7917, 1.3591, -0.8475], [-1.8276, -1.8283, 0.1719], [3.3115, 2.4872, -2.5575], [-1.8369, -1.7227, 1.2594], [-3.5860, -2.6635, -1.4578], [3.5732, 2.2589, -3.5947], [0.7642, 1.0227, 3.8738], [2.5889, 0.1229, 2.6748], [-3.1674, -2.6544, -0.0718], [0.5234, 2.0179, 1.2528], [2.9848, 0.1580, 1.2800], [-4.6216, -3.3458, -1.4830], [-0.9423, 0.3912, -0.1061], [3.2591, -0.2304, 5.7622], [2.5551, 0.5146, -2.0395], [-1.7914, -2.5613, -2.4674], [-3.8910, -1.3462, -1.9467], [2.7790, 4.0635, -0.7142], [1.1091, 0.6697, 5.9369], [2.7743, 0.0266, 4.8989], [2.0220, 0.7597, 0.5285], [-3.9607, -2.2027, 0.5222], [1.3703, 0.7444, 2.6759], [-0.9366, -2.4861, -0.0934], [2.4147, 1.8454, -0.3275], [-2.5064, -3.2721, -2.2885], [0.8631, 1.0429, 1.2739], [-2.7317, -0.3131, -1.6878], [-2.0811, -0.1539, -2.5755], [-2.0717, -4.0782, -1.6777], [-4.8314, -0.9940, -1.5361], [-3.9635, -1.3513, -3.0818]],
  "lowdin_charge": [-0.064, 0.152, 0.121, 0.150, -0.026, 0.658, 0.116, 0.017, 0.101, 0.191, 0.108, -0.629, 0.058, 0.084, -0.090, -0.060, 0.117, -0.581, 0.119, 0.172, -0.106, -0.096, 0.142, -0.298, -0.158, -0.493, 0.084, 0.136, 0.057, -0.072, -0.115, 0.097, -0.105, 0.075, 0.137, -0.106, 0.134, -0.262, 0.031, -0.207, -0.130, 0.130, 0.113, 0.135, 0.160]
}